{
  "formula": "C4H5N3",
  "method": "ωB97M-V/def2-TZVPD",
  "total_charge": 0,
  "e_above_lowest_ev": 3.1904,
  "smiles": "Nc1ncccn1",
  "gap_ev": 9.58,
  "lumo_energy_ev": 0.089,
  "elements": ["N", "C", "N", "C", "C", "C", "N", "H", "H", "H", "H", "H"],
  "coordinates": [[2.455, -0.136, -0.267], [1.028, -0.134, -0.095], [0.469, -1.307, -0.046], [-1.297, -1.075, 0.163], [-1.831, 0.179, 0.187], [-0.878, 1.241, 0.098], [0.409, 1.106, -0.013], [2.846, -0.344, -1.178], [3.055, -0.424, 0.496], [-2.103, -1.854, 0.264], [-2.901, 0.477, 0.265], [-1.251, 2.269, 0.126]]
}

=====

{
  "formula": "C2HN3O3",
  "method": "ωB97M-V/def2-TZVPD",
  "total_charge": 0,
  "e_above_lowest_ev": 5.8667,
  "smiles": "O=c1nn[nH]oc1=O",
  "gap_ev": 8.66,
  "lumo_energy_ev": -1.840,
  "elements": ["O", "C", "N", "N", "N", "O", "C", "O", "H"],
  "coordinates": [[1.696, -1.192, 1.281], [0.916, -0.659, 0.563], [1.291, -0.426, -0.893], [0.586, 0.405, -1.503], [-0.334, 1.284, -0.784], [-1.210, 0.464, 0.095], [-0.552, -0.394, 0.930], [-1.250, -0.853, 1.834], [-1.142, 1.372, -1.522]]
}

=====

{
  "formula": "CH6S3",
  "method": "ωB97M-V/def2-TZVPD",
  "total_charge": 0,
  "e_above_lowest_ev": 0.6699,
  "smiles": "CSS.S",
  "gap_ev": 9.42,
  "lumo_energy_ev": 0.405,
  "elements": ["C", "S", "S", "H", "H", "H", "H", "S", "H", "H"],
  "coordinates": [[0.121, -1.608, -0.190], [-0.937, -0.413, -1.272], [-2.060, 0.473, 0.286], [-0.559, -1.677, 0.597], [-0.001, -2.588, -0.672], [1.153, -1.274, -0.140], [-1.024, 1.284, 0.647], [2.709, 0.750, 0.820], [1.814, 1.308, 1.697], [2.499, -0.352, 1.656]]
}

=====

{
  "formula": "C4H4O3",
  "method": "ωB97M-V/def2-TZVPD",
  "total_charge": 0,
  "e_above_lowest_ev": 4.2845,
  "gap_ev": 9.69,
  "lumo_energy_ev": 0.487,
  "elements": ["C", "C", "O", "C", "O", "C", "O", "H", "H", "H", "H"],
  "coordinates": [[-1.798, 0.127, -0.884], [-0.610, 0.023, -0.015], [0.449, -0.393, -0.700], [1.374, 0.075, 1.506], [1.087, 0.021, 2.655], [1.568, -0.386, 0.147], [1.926, 0.944, 0.631], [-2.597, -0.408, -0.357], [-1.701, -0.200, -1.926], [-2.088, 1.185, -0.826], [2.390, -0.988, -0.231]]
}

=====

{
  "formula": "C5H9NO3",
  "method": "ωB97M-V/def2-TZVPD",
  "total_charge": 0,
  "e_above_lowest_ev": 4.5671,
  "gap_ev": 10.00,
  "lumo_energy_ev": -0.238,
  "elements": ["C", "C", "O", "C", "C", "O", "C", "N", "H", "H", "H", "H", "H", "H", "H", "O", "H", "H"],
  "coordinates": [[2.941, 0.040, 1.543], [1.775, 0.699, 0.842], [0.784, -0.275, 0.571], [-0.323, 0.240, -0.084], [-1.368, -0.822, -0.274], [-1.155, -2.002, -0.138], [-2.702, -0.391, -0.904], [-3.043, -0.928, -2.055], [3.713, 0.791, 1.759], [2.621, -0.412, 2.492], [3.383, -0.742, 0.910], [1.343, 1.499, 1.472], [2.103, 1.166, -0.104], [-0.791, 1.078, 0.470], [-0.067, 0.646, -1.084], [-2.920, 0.877, -1.055], [-2.933, -1.938, -2.066], [-3.360, 0.474, -2.293]]
}

=====

{
  "formula": "C52H48BN12O20",
  "method": "ωB97M-V/def2-TZVPD",
  "total_charge": -1,
  "gap_ev": 8.94,
  "lumo_energy_ev": 0.845,
  "elements": ["O", "C", "O", "B", "O", "C", "O", "O", "C", "O", "C", "O", "O", "C", "C", "N", "H", "H", "H", "C", "C", "N", "H", "H", "H", "C", "C", "N", "H", "H", "H", "C", "C", "N", "H", "H", "H", "C", "C", "N", "H", "H", "H", "C", "C", "N", "H", "H", "H", "C", "C", "C", "C", "C", "C", "N", "O", "O", "H", "H", "H", "H", "H", "C", "C", "C", "C", "C", "C", "N", "O", "O", "H", "H", "H", "H", "H", "C", "C", "C", "C", "C", "C", "N", "O", "O", "H", "H", "H", "H", "H", "C", "C", "C", "C", "C", "C", "N", "O", "O", "H", "H", "H", "H", "H", "C", "C", "C", "C", "C", "C", "N", "O", "O", "H", "H", "H", "H", "H", "C", "C", "C", "C", "C", "C", "N", "O", "O", "H", "H", "H", "H", "H"],
  "coordinates": [[-0.347, 0.180, 2.646], [0.183, 0.379, 1.525], [0.465, 1.502, 0.971], [1.083, 1.290, -0.367], [0.892, -0.119, -0.643], [0.405, -0.731, 0.406], [0.117, -1.900, 0.484], [2.510, 1.611, -0.377], [2.734, 2.594, -1.135], [3.806, 3.187, -1.225], [1.423, 2.923, -1.835], [0.511, 2.110, -1.375], [1.267, 3.850, -2.647], [-1.111, 2.734, 4.264], [-2.026, 2.592, 3.105], [-2.740, 2.400, 2.193], [-1.563, 3.513, 4.878], [-0.098, 2.953, 3.927], [-1.050, 1.795, 4.814], [0.402, 0.697, -5.304], [1.343, 1.783, -5.236], [2.084, 2.725, -5.205], [0.592, -0.010, -4.497], [0.606, 0.142, -6.220], [-0.611, 1.088, -5.205], [5.996, 0.946, -0.244], [6.774, 0.183, 0.715], [7.365, -0.435, 1.480], [5.675, 0.207, -0.977], [6.589, 1.688, -0.779], [5.147, 1.490, 0.171], [0.706, -2.632, 3.971], [0.924, -4.065, 3.484], [1.112, -5.109, 3.077], [1.604, -2.152, 3.582], [0.784, -2.645, 5.058], [-0.180, -2.156, 3.551], [5.975, 4.337, 1.320], [4.873, 3.923, 2.203], [4.014, 3.599, 2.941], [6.900, 3.760, 1.334], [6.218, 5.363, 1.596], [5.560, 4.396, 0.314], [-2.462, 3.719, -3.093], [-1.503, 4.488, -3.884], [-0.765, 5.126, -4.493], [-1.868, 3.383, -2.243], [-2.697, 2.825, -3.671], [-3.343, 4.335, -2.909], [-4.738, -1.576, 1.789], [-5.966, -1.745, 2.457], [-6.036, -1.540, 3.859], [-4.932, -1.203, 4.602], [-3.707, -1.145, 3.960], [-3.663, -1.202, 2.566], [-4.968, -1.098, 6.058], [-6.034, -1.282, 6.668], [-3.963, -0.879, 6.673], [-4.686, -1.810, 0.736], [-6.819, -2.215, 1.990], [-6.963, -1.808, 4.344], [-2.797, -0.816, 4.439], [-2.773, -0.946, 2.010], [4.855, -6.425, 1.532], [3.625, -6.274, 0.846], [3.206, -5.024, 0.401], [4.032, -3.900, 0.547], [5.233, -4.055, 1.278], [5.647, -5.302, 1.767], [3.629, -2.573, 0.059], [2.757, -2.513, -0.789], [4.195, -1.640, 0.570], [5.197, -7.401, 1.843], [3.080, -7.171, 0.592], [2.240, -4.918, -0.069], [5.879, -3.228, 1.534], [6.628, -5.253, 2.216], [3.248, -0.910, -3.254], [2.875, -2.089, -3.900], [3.209, -2.309, -5.216], [3.859, -1.351, -5.991], [4.206, -0.122, -5.311], [3.887, 0.100, -3.941], [4.339, -1.665, -7.335], [4.824, -0.756, -7.986], [4.185, -2.744, -7.793], [3.149, -0.736, -2.192], [2.432, -2.933, -3.393], [2.908, -3.295, -5.538], [4.741, 0.643, -5.853], [4.120, 1.043, -3.469], [-2.337, 0.065, -2.453], [-3.392, -0.384, -3.283], [-4.672, 0.096, -3.102], [-4.964, 1.076, -2.108], [-3.902, 1.622, -1.350], [-2.590, 0.983, -1.442], [-6.400, 1.526, -1.928], [-6.681, 2.501, -1.266], [-7.332, 0.932, -2.572], [-1.371, -0.419, -2.474], [-3.256, -1.112, -4.068], [-5.554, -0.208, -3.647], [-4.059, 2.355, -0.572], [-1.771, 1.367, -0.852], [-3.535, -4.423, -1.181], [-2.427, -3.755, -0.513], [-2.252, -3.900, 0.855], [-3.208, -4.558, 1.594], [-4.281, -5.254, 1.014], [-4.395, -5.165, -0.384], [-3.122, -4.547, 3.108], [-4.024, -5.109, 3.701], [-2.086, -4.093, 3.603], [-3.708, -4.332, -2.244], [-1.782, -3.164, -1.147], [-1.402, -3.397, 1.292], [-5.012, -5.835, 1.556], [-5.245, -5.625, -0.866], [0.533, 5.426, 3.047], [0.325, 4.729, 1.881], [-0.726, 4.963, 1.078], [-1.706, 5.908, 1.463], [-1.557, 6.589, 2.666], [-0.394, 6.364, 3.409], [-2.885, 6.195, 0.526], [-3.110, 5.434, -0.419], [-3.609, 7.107, 0.856], [1.453, 5.269, 3.590], [1.124, 4.085, 1.544], [-0.789, 4.352, 0.190], [-2.137, 7.447, 2.971], [-0.185, 7.096, 4.175]]
}